The molecule CH3Br2P at a distorted geometry, computed with ωB97M-V with the def2-TZVPD basis set.

## Properties
- Calculated total energy: -150454.9591 eV
- Frontier orbital gap (alpha / beta): 7.79 / 6.41 eV

```
! RIJCOSX wB97M-V def2-TZVPD def2/J DEFGRID3
* xyz 0 1
C -1.531 -0.082 -2.015
P 0.405 0.968 1.463
Br -2.460 -1.634 -1.539
Br -1.185 1.212 -0.619
H -0.507 -0.237 -2.389
H 1.039 -0.155 1.179
H -0.766 0.146 2.153
*
```

---

A cluster of 2 separate species, CH3Br3OSi in total at a distorted geometry, computed with ωB97M-V with the def2-TZVPD basis set.

## Properties
- Calculated total energy: -221138.3841 eV
- Frontier orbital gap (alpha / beta): 9.03 / 4.12 eV

```
! RIJCOSX wB97M-V def2-TZVPD def2/J DEFGRID3
* xyz 0 1
C 0.797 -0.699 -0.235
O -0.426 0.008 -0.225
Si -1.809 0.328 0.569
Br 4.095 1.728 0.506
Br -2.720 2.135 -0.420
Br -3.448 -1.196 0.650
H 1.331 -0.277 -1.089
H 0.825 -1.661 -0.444
H 1.354 -0.367 0.686
*
```

---

The molecule CH3Br3OSi at a distorted geometry, computed with ωB97M-V with the def2-TZVPD basis set.

## Properties
- Calculated total energy: -221142.7538 eV
- Structure (SMILES): CO[Si](Br)(Br)Br
- Frontier orbital gap: 10.77 eV

```
! RIJCOSX wB97M-V def2-TZVPD def2/J DEFGRID3
* xyz 0 1
C -0.229 0.144 -0.171
O -1.528 0.492 -0.478
Si -3.036 -0.044 0.055
Br -4.235 1.340 -1.304
Br -3.596 -2.153 -0.283
Br -3.238 0.487 2.127
H 0.143 -0.749 -0.673
H -0.001 -0.029 0.905
H 0.358 0.993 -0.484
*
```

---

A cluster of 2 separate species, CH3Br3Si in total at a distorted geometry, computed with ωB97M-V with the def2-TZVPD basis set.

## Properties
- Calculated total energy: -219089.8868 eV
- Frontier orbital gap (alpha / beta): 8.57 / 5.98 eV

```
! RIJCOSX wB97M-V def2-TZVPD def2/J DEFGRID3
* xyz 0 1
C 0.211 -0.635 -0.999
Si -0.429 0.173 0.528
Br 3.203 0.367 1.081
Br -2.236 -0.999 1.077
Br -1.244 2.170 -0.301
H 0.094 -0.148 -1.984
H 0.395 -1.684 -1.225
H 0.006 0.758 1.822
*
```

---

A structure of composition CH3BrCl2Si at a distorted geometry, computed with ωB97M-V with the def2-TZVPD basis set.

## Properties
- Calculated total energy: -104050.1956 eV
- Frontier orbital gap: 9.04 eV

```
! RIJCOSX wB97M-V def2-TZVPD def2/J DEFGRID3
* xyz 0 1
C 0.467 -0.880 -0.533
Si -0.599 0.606 0.669
Cl 2.129 -0.368 -0.322
Cl -2.397 1.362 1.473
Br 0.146 -0.927 -2.463
H 0.210 -1.844 -0.112
H -0.272 1.592 -0.433
H 0.316 0.459 1.721
*
```

---

A cluster of 2 separate species, CH3BrClN in total at a distorted geometry, computed with ωB97M-V with the def2-TZVPD basis set.

## Properties
- Calculated total energy: -85136.1032 eV
- Frontier orbital gap (alpha / beta): 7.18 / 9.61 eV

```
! RIJCOSX wB97M-V def2-TZVPD def2/J DEFGRID3
* xyz 0 1
C -0.046 -1.320 0.394
N -0.626 1.368 -0.376
Cl 1.427 -1.102 -0.412
Br 0.889 1.746 -1.219
H -0.823 -1.755 -0.129
H -0.149 -0.972 1.410
H -0.673 2.034 0.331
*
```

---

A cluster of 2 separate species, CH3BrClN in total at a distorted geometry, computed with ωB97M-V with the def2-TZVPD basis set.

## Properties
- Calculated total energy: -85139.8267 eV
- Structure (SMILES): [H]/N=C\Br.Cl
- Frontier orbital gap: 11.26 eV

```
! RIJCOSX wB97M-V def2-TZVPD def2/J DEFGRID3
* xyz 0 1
H -0.351 -0.036 -1.253
N 0.275 0.719 -1.232
C 0.339 1.323 -0.096
Br -0.691 0.830 1.489
H 0.958 2.230 0.271
Cl 0.063 -2.807 0.782
H -0.550 -2.064 -0.141
*
```

---

A structure of composition CH3BrF2Si at a distorted geometry, computed with ωB97M-V with the def2-TZVPD basis set.

## Properties
- Calculated total energy: -84438.8257 eV
- Frontier orbital gap: 7.91 eV

```
! RIJCOSX wB97M-V def2-TZVPD def2/J DEFGRID3
* xyz 0 1
C 0.418 1.258 -0.421
F 1.723 1.198 -0.925
F 0.439 1.955 0.747
Si -0.130 -0.503 0.375
Br -3.024 0.287 -0.094
H -0.181 1.897 -1.130
H 0.195 -1.405 -0.694
H -0.232 -0.706 1.855
*
```

---

A cluster of 2 separate species, CH3BrN4 in total at a distorted geometry, computed with ωB97M-V with the def2-TZVPD basis set.

## Properties
- Calculated total energy: -77084.5829 eV
- Frontier orbital gap: 10.44 eV

```
! RIJCOSX wB97M-V def2-TZVPD def2/J DEFGRID3
* xyz 0 1
C 0.465 -0.771 0.419
N -2.891 1.782 -0.829
N -2.475 1.570 0.165
N -2.163 1.377 1.305
N 1.310 0.130 0.504
Br 1.135 1.762 -0.296
H 0.601 -1.722 1.137
H -0.503 -0.524 -0.039
H -1.190 1.240 1.564
*
```

---

The molecule CH3BrN4 at a distorted geometry, computed with ωB97M-V with the def2-TZVPD basis set.

## Properties
- Expectation value of S²: 2.0130
- Calculated total energy: -77082.9779 eV
- Frontier orbital gap (alpha / beta): 8.61 / 7.30 eV

```
! RIJCOSX wB97M-V def2-TZVPD def2/J DEFGRID3
* xyz 0 3
C -0.168 -0.478 -0.470
N -0.918 0.651 -1.078
N -0.625 1.631 -0.423
N 0.186 1.316 0.699
N 0.597 0.037 0.644
Br 2.713 0.061 -0.129
H -1.112 -1.050 0.042
H 0.462 -1.234 -0.916
H 0.550 2.024 1.365
*
```

---

Record order is preserved below.
ΔE to the lowest compared entry with this formula, charge and spin: 132.9; 102.2; 1.4; 82.0; 70.0; 106.1; 20.3; 43.6; 11.1; 0.0 kcal/mol